(1)
{
  "formula": "C44H112Ca2O14",
  "method": "ωB97M-V with the def2-TZVPD basis set",
  "e_lumo_ha": 0.0163,
  "fmax_ev_per_a": 2.62,
  "orbital_gap_ev": 8.0,
  "elements": ["Ca", "Ca", "C", "O", "H", "H", "H", "C", "O", "H", "H", "H", "C", "O", "H", "H", "H", "C", "O", "H", "H", "H", "C", "C", "O", "C", "C", "H", "H", "H", "H", "H", "H", "H", "H", "H", "H", "C", "C", "O", "C", "C", "H", "H", "H", "H", "H", "H", "H", "H", "H", "H", "C", "C", "O", "C", "C", "H", "H", "H", "H", "H", "H", "H", "H", "H", "H", "C", "C", "O", "C", "C", "H", "H", "H", "H", "H", "H", "H", "H", "H", "H", "C", "C", "O", "C", "C", "H", "H", "H", "H", "H", "H", "H", "H", "H", "H", "C", "C", "O", "C", "C", "H", "H", "H", "H", "H", "H", "H", "H", "H", "H", "C", "C", "O", "C", "C", "H", "H", "H", "H", "H", "H", "H", "H", "H", "H", "C", "C", "O", "C", "C", "H", "H", "H", "H", "H", "H", "H", "H", "H", "H", "C", "C", "O", "C", "C", "H", "H", "H", "H", "H", "H", "H", "H", "H", "H", "C", "C", "O", "C", "C", "H", "H", "H", "H", "H", "H", "H", "H", "H", "H"],
  "xyz": [[-1.53974, -1.77085, -2.27523], [-3.25242, 0.65804, -0.99712], [-0.00462, -4.30048, -4.19277], [-0.72786, -3.36300, -3.54653], [-0.40604, -5.31763, -3.98468], [0.01394, -4.20045, -5.31873], [1.08928, -4.34977, -3.94821], [-4.15262, -0.98612, -3.70475], [-3.30838, -0.80968, -2.63616], [-3.92491, -0.29735, -4.53513], [-4.11620, -2.00190, -4.14136], [-5.19681, -0.75397, -3.45399], [-2.06899, 3.75979, -1.95548], [-2.52520, 2.57906, -1.47120], [-0.98906, 3.64525, -2.30650], [-2.61488, 4.16225, -2.82055], [-2.01961, 4.60445, -1.19828], [-0.69853, 0.25239, 0.54980], [-1.45533, -0.35687, -0.42761], [-0.73359, 1.36150, 0.57111], [-1.00426, -0.03358, 1.60005], [0.36781, 0.00072, 0.44322], [1.77700, 0.08785, 4.16027], [2.40258, 0.74172, 2.94516], [3.79102, 0.37744, 2.84083], [4.41254, 0.94287, 1.68861], [4.88924, 2.36844, 1.93730], [2.12887, -0.95202, 4.21299], [2.10507, 0.62159, 5.04527], [0.68384, 0.08793, 4.05425], [1.82955, 0.41791, 2.06116], [2.34767, 1.82110, 3.01947], [5.20808, 0.23107, 1.51587], [3.66023, 0.96526, 0.89152], [5.35441, 2.41041, 2.92410], [4.14490, 3.16456, 1.80390], [5.71472, 2.51909, 1.23414], [-4.09893, -1.54121, 0.97790], [-4.27880, -0.40040, 1.99522], [-4.08944, 0.84916, 1.27434], [-4.25694, 2.02408, 2.11729], [-4.41366, 3.25128, 1.22607], [-3.03473, -1.69503, 0.73667], [-4.46778, -2.47705, 1.40514], [-4.68244, -1.34032, 0.08541], [-5.25521, -0.36138, 2.45305], [-3.50852, -0.44213, 2.78632], [-5.13323, 1.89990, 2.75303], [-3.36074, 2.13584, 2.72930], [-5.24981, 3.02416, 0.57572], [-3.52207, 3.34977, 0.59894], [-4.54793, 4.15413, 1.82284], [-1.08684, -2.27063, 3.70402], [-1.70459, -3.67997, 3.81183], [-0.65721, -4.65286, 3.55612], [-1.09348, -5.98451, 3.58619], [-0.04051, -6.95565, 3.05821], [-1.05241, -1.86391, 2.68551], [-1.59609, -1.62987, 4.40262], [-0.03670, -2.34687, 4.03203], [-2.07341, -3.81209, 4.83756], [-2.47882, -3.82233, 3.05540], [-1.38466, -6.20330, 4.60477], [-1.94138, -6.10373, 2.89765], [0.82104, -6.84747, 3.70654], [0.27009, -6.79946, 2.01635], [-0.37745, -7.98314, 3.19918], [-4.28711, -4.80396, -1.30909], [-2.75901, -4.92588, -1.34948], [-2.21394, -3.77510, -0.70492], [-1.13276, -4.08715, 0.23472], [0.08479, -4.56632, -0.51280], [-4.56761, -3.88455, -1.78786], [-4.79934, -5.62885, -1.82502], [-4.68542, -4.77368, -0.29754], [-2.45333, -5.85895, -0.85979], [-2.37098, -5.08368, -2.34060], [-1.05274, -3.22000, 0.83997], [-1.56282, -4.84019, 0.92223], [0.39675, -3.70781, -1.10531], [-0.12201, -5.41002, -1.16653], [0.90800, -4.86985, 0.13539], [5.51450, 0.73923, -2.15635], [5.89884, 2.19180, -2.22664], [6.22804, 2.50612, -3.56569], [6.65496, 3.79933, -3.86478], [7.01752, 3.87964, -5.34793], [4.67034, 0.51817, -2.79835], [6.33234, 0.11706, -2.53203], [5.30425, 0.41443, -1.14502], [5.05465, 2.82116, -1.93924], [6.75693, 2.39246, -1.56035], [5.89765, 4.49696, -3.57713], [7.54904, 3.93216, -3.24841], [7.81557, 3.17534, -5.62373], [7.32940, 4.90486, -5.55018], [6.14765, 3.57654, -5.94801], [5.60756, 6.02354, -0.44931], [4.13748, 5.95346, -0.11734], [3.56168, 4.74434, -0.60453], [2.19695, 4.48162, -0.36183], [1.85451, 3.03028, -0.73041], [6.02242, 6.97917, -0.15018], [6.11818, 5.20561, 0.05963], [5.74276, 5.91276, -1.50406], [4.05680, 5.99663, 0.96469], [3.54432, 6.75703, -0.56761], [1.97510, 4.67612, 0.71402], [1.62581, 5.21860, -0.92997], [2.43900, 2.79680, -1.60822], [0.80237, 3.01296, -0.91925], [2.13556, 2.31649, 0.06088], [-1.74847, 1.43644, 4.83566], [-0.88949, 2.65611, 4.49628], [-1.32173, 3.28330, 3.29313], [-0.55914, 4.45998, 2.94626], [-1.02468, 4.95931, 1.57847], [-1.35659, 0.99230, 5.75435], [-2.77638, 1.66691, 5.04868], [-1.70445, 0.57794, 4.12699], [-0.94804, 3.42633, 5.27472], [0.16187, 2.44405, 4.27772], [-0.64451, 5.13395, 3.79529], [0.50339, 4.27734, 2.86371], [-0.45123, 5.87382, 1.38972], [-2.08547, 5.18378, 1.67222], [-0.77759, 4.20501, 0.81897], [5.40319, -6.11197, 2.54670], [3.97046, -5.53808, 2.88530], [3.77055, -4.36769, 2.13577], [2.51376, -3.73887, 2.46925], [2.33409, -2.46109, 1.56682], [6.14123, -5.32159, 2.73119], [5.51438, -7.01604, 3.13463], [5.37425, -6.44386, 1.50527], [3.11873, -6.23143, 2.70004], [3.92635, -5.29521, 3.95311], [1.73180, -4.49733, 2.33498], [2.55137, -3.49488, 3.55224], [3.10933, -1.72146, 1.82320], [1.35344, -1.99213, 1.69052], [2.48977, -2.63071, 0.47980], [-5.57009, 2.36914, -3.84401], [-5.61980, 2.52901, -2.33560], [-5.45940, 1.19773, -1.77358], [-6.68770, 0.42608, -1.56594], [-7.34072, 0.72113, -0.20524], [-5.67342, 3.34757, -4.35933], [-4.55867, 2.11620, -4.12765], [-6.34214, 1.73858, -4.29002], [-4.86640, 3.10151, -1.83751], [-6.55173, 2.95230, -1.96995], [-7.34238, 0.62827, -2.41587], [-6.42070, -0.61743, -1.70406], [-6.56788, 0.64319, 0.55138], [-7.99326, -0.10120, -0.01089], [-7.93581, 1.63165, -0.23475], [-0.36220, 0.48232, -5.53736], [-0.39069, 1.13519, -4.21204], [0.01016, 0.18419, -3.22274], [1.34972, -0.26758, -3.23706], [1.68788, -1.13364, -2.03205], [0.65027, 0.16754, -5.83131], [-1.02931, -0.38902, -5.51706], [-0.67852, 1.16330, -6.32206], [0.27233, 1.98127, -4.14619], [-1.27434, 1.53581, -3.76252], [1.43610, -0.73104, -4.21053], [1.96224, 0.62787, -3.26644], [1.47388, -0.60222, -1.11523], [2.75993, -1.36315, -2.08219], [1.15880, -2.08555, -1.98511]],
  "forces_ev_per_angstrom": [[2.316, -1.225, 0.155], [-0.580, 1.312, 0.097], [0.501, -0.860, -0.941], [-0.357, 1.300, 0.680], [0.228, -0.017, -0.181], [-0.255, 0.013, 0.627], [-0.390, 0.162, 0.262], [-0.617, 0.167, -0.963], [-1.086, 0.272, -0.170], [0.122, -0.055, 0.020], [-0.019, 0.104, 0.214], [-0.030, -0.230, -0.008], [1.702, 0.550, 0.180], [-0.497, -0.070, 0.128], [-0.782, 0.328, 0.125], [-0.239, -0.013, -0.123], [-0.210, -0.611, -0.433], [0.285, 0.087, 0.882], [0.500, -0.831, 0.078], [-0.209, -0.181, -0.334], [0.200, 0.001, -0.645], [0.005, -0.003, 0.190], [0.377, -0.216, -0.354], [0.395, -0.453, -0.121], [-1.180, 0.005, 0.215], [-1.109, 0.292, 0.886], [0.929, -0.365, -0.240], [-0.158, 0.221, 0.056], [-0.187, -0.096, 0.358], [0.295, 0.085, 0.220], [0.405, 0.105, -0.103], [-0.232, 0.464, -0.054], [0.399, 0.210, -0.567], [0.369, -0.366, -0.352], [-0.214, 0.140, 0.084], [0.121, -0.380, 0.050], [-0.167, 0.425, -0.116], [0.256, 0.094, 1.145], [1.163, 0.566, -0.826], [-0.436, -0.062, 0.676], [0.618, 0.120, -0.392], [0.474, -0.954, 0.045], [-0.462, 0.238, -0.101], [-0.041, 0.048, -0.053], [-0.111, -0.057, -0.281], [-0.478, -0.205, 0.166], [-0.310, -0.148, -0.160], [-0.138, -0.210, 0.071], [-0.090, -0.116, 0.110], [-0.380, 0.493, -0.198], [-0.087, 0.095, 0.022], [-0.189, -0.097, -0.084], [0.720, -1.161, -0.058], [1.397, -0.080, -0.309], [0.026, 1.048, -0.193], [-0.366, -0.234, -1.247], [0.331, 0.357, 0.825], [-0.305, -0.080, 0.281], [-0.251, 0.537, 0.013], [-0.361, 0.044, 0.009], [-0.229, -0.206, -0.246], [-0.347, -0.061, 0.207], [-0.248, -0.516, 0.319], [-0.445, 0.135, 0.354], [0.515, -0.037, -0.068], [-0.309, 0.132, 0.290], [-0.181, 0.037, -0.186], [0.305, -0.464, -0.233], [-0.830, -0.714, 0.668], [0.689, -0.033, 0.136], [-1.807, -1.657, -0.443], [0.264, 0.597, 0.304], [-0.253, 0.528, -0.344], [0.329, 0.168, 0.010], [0.224, -0.012, 0.221], [0.005, 0.239, 0.550], [0.111, 0.653, -0.733], [0.683, 1.055, 0.265], [0.350, -0.040, -0.246], [0.355, -0.372, -0.301], [-0.208, 0.104, -0.123], [-0.070, 0.183, 0.198], [0.526, -0.441, -0.442], [0.013, 0.583, -0.164], [-0.428, -1.501, -0.632], [1.200, -0.960, 0.111], [-0.386, -0.380, 0.370], [-0.343, 0.095, -0.031], [0.047, 0.084, 0.084], [-0.158, 0.075, 0.255], [-0.021, 0.175, 0.397], [-0.154, 0.093, -0.098], [-0.557, 0.837, 0.094], [0.185, 0.720, 0.015], [-0.082, 0.304, 0.337], [-0.062, -0.089, -0.333], [0.157, 0.421, 0.085], [-0.447, -0.391, 0.122], [-0.995, -0.282, -0.191], [1.264, -0.808, -0.118], [0.235, 0.436, 1.033], [0.980, 1.014, 0.655], [0.070, 0.116, 0.181], [0.146, 0.092, -0.016], [0.223, -0.096, -0.745], [-0.402, 0.081, 0.405], [0.264, 0.394, 0.173], [0.010, -0.118, -0.393], [-0.409, -0.137, -0.183], [-0.099, -0.259, -0.474], [-0.700, -0.499, -0.237], [-0.213, 0.346, -0.212], [1.082, -0.737, 0.054], [-0.072, 0.526, -1.029], [-0.128, 0.256, -0.669], [-0.628, -0.955, -0.015], [0.425, 0.104, 1.284], [0.091, 0.159, 0.156], [-0.480, 0.366, -0.143], [0.027, 0.980, -0.031], [0.080, -0.300, 0.367], [0.092, -0.547, 0.747], [-0.323, 0.684, -0.126], [0.591, -0.703, 0.111], [-0.262, -0.049, -0.274], [-0.033, -0.023, -0.568], [-0.407, 0.252, 0.155], [-2.332, 0.339, -0.133], [0.814, -0.251, -0.093], [-0.515, 0.639, -0.143], [0.716, 0.359, -0.770], [0.733, -0.569, 0.208], [-0.077, -0.517, -0.053], [0.496, 0.041, 0.342], [0.339, 0.332, 0.007], [0.655, -0.066, -0.078], [0.048, 0.008, 0.171], [-0.192, 0.338, -0.063], [-0.220, 0.185, -0.461], [-0.323, -0.237, 0.197], [0.034, -0.167, 0.148], [-0.246, -0.468, 0.670], [0.370, 2.080, -0.390], [-1.117, -1.413, 0.034], [-0.985, -0.430, 0.624], [0.651, 1.109, -0.374], [0.598, -0.543, -1.262], [-0.265, -0.219, 0.466], [0.165, -0.792, -0.097], [0.268, -0.273, 0.379], [0.933, 0.458, -0.465], [-0.476, -0.053, -0.134], [-0.258, 0.209, 0.107], [0.272, -0.170, 0.408], [0.050, 0.621, 0.247], [-0.811, -0.545, 0.187], [0.351, 0.153, 0.356], [-0.508, -0.244, -1.101], [1.350, -0.294, 1.465], [-0.974, -0.599, 1.515], [-0.451, 0.451, -0.657], [0.169, 0.134, -0.572], [-0.342, 0.027, 0.268], [0.207, 0.084, -0.228], [-0.252, 0.091, -0.134], [0.786, 0.466, -0.195], [-1.281, -0.050, -0.510], [0.801, -0.832, 0.023], [0.561, 0.217, 0.206], [0.082, 0.276, 0.220], [-0.211, 0.006, 0.144], [-0.043, -0.036, -0.402]]
}


(2)
{
  "formula": "C7H8O",
  "method": "ωB97M-V with the def2-TZVPD basis set",
  "smiles": "C1=C[C@@H]2C[C@H]2C=CO1",
  "relative_energy_ev": 6.199,
  "e_lumo_ha": 0.0404,
  "fmax_ev_per_a": 5.11,
  "orbital_gap_ev": 9.3,
  "elements": ["C", "C", "C", "C", "C", "C", "C", "O", "H", "H", "H", "H", "H", "H", "H", "H"],
  "xyz": [[-1.08292, 1.52241, -0.21614], [0.20601, 1.68810, 0.01608], [0.70328, 0.37864, 0.53386], [2.09912, -0.26543, -0.12520], [0.56603, -0.70800, -0.41537], [-0.56177, -1.74880, -0.05555], [-1.65284, -1.05894, 0.15190], [-1.72817, 0.37389, -0.04618], [-2.05489, 2.18915, -0.42030], [0.66739, 2.69761, 0.18213], [0.59086, 0.17916, 1.58730], [2.31878, -0.79820, 0.72679], [2.72104, 0.23239, -0.91095], [0.14347, -0.54389, -1.39656], [-0.18119, -2.75413, 0.11384], [-2.75419, -1.38397, 0.27436]],
  "forces_ev_per_angstrom": [[-2.809, 2.188, -0.317], [0.019, 1.088, 1.366], [3.326, 1.857, -2.510], [-5.087, 0.460, -0.240], [-0.371, -1.258, -0.527], [3.797, 0.350, 0.856], [-2.714, 1.120, -0.373], [-2.457, -3.643, 0.198], [3.132, -0.346, 0.127], [-0.379, -1.277, -0.550], [0.002, -0.154, 0.115], [2.379, -1.311, 1.134], [-0.764, -0.716, 1.150], [0.977, 1.402, -0.417], [-1.315, -0.126, -0.082], [2.266, 0.367, 0.070]]
}


(3)
{
  "formula": "C4H30O11",
  "method": "ωB97M-V with the def2-TZVPD basis set",
  "smiles": "CCO.CCO.O.O.O.O.O.O.O.O.O",
  "relative_energy_ev": 2.629,
  "e_lumo_ha": -0.0219,
  "fmax_ev_per_a": 1.51,
  "orbital_gap_ev": 8.9,
  "elements": ["C", "C", "O", "H", "H", "H", "H", "H", "H", "C", "C", "O", "H", "H", "H", "H", "H", "H", "O", "H", "H", "O", "H", "H", "O", "H", "H", "O", "H", "H", "O", "H", "H", "O", "H", "H", "O", "H", "H", "O", "H", "H", "O", "H", "H"],
  "xyz": [[3.64836, -1.28398, -0.06902], [4.78337, -0.44964, -0.59803], [4.43590, 0.88554, -0.93479], [2.92718, -1.50822, -0.86080], [3.11378, -0.73193, 0.70779], [3.98516, -2.22379, 0.37000], [5.23064, -0.93569, -1.47329], [5.54649, -0.44737, 0.19137], [5.27127, 1.33847, -1.07352], [-4.03099, 3.40866, 0.51302], [-3.43331, 2.58564, -0.62448], [-2.70458, 1.47001, -0.10775], [-3.26225, 4.03080, 0.96534], [-4.56112, 2.80793, 1.25423], [-4.80802, 4.08085, 0.13514], [-2.56590, 3.11760, -1.02933], [-4.17254, 2.40247, -1.40679], [-3.28472, 0.72838, 0.10260], [0.43616, -0.48699, -0.16948], [0.63262, -1.43448, -0.13322], [-0.44532, -0.40597, 0.21243], [1.12860, 0.52710, 2.32382], [0.93793, 0.31338, 1.39076], [1.78856, 1.22635, 2.28380], [0.96618, -3.48961, -0.51556], [0.66273, -4.02121, 0.22992], [1.93059, -3.51034, -0.45448], [0.98272, -0.80478, -3.50408], [0.62664, -1.53815, -2.98718], [0.30382, -0.12574, -3.45064], [-1.50389, -0.72662, 3.31544], [-2.38581, -0.83467, 3.68861], [-1.56207, -1.11056, 2.41829], [1.76474, 2.21868, -1.13047], [1.40719, 1.35809, -0.88693], [1.25764, 2.84930, -0.60771], [-1.38795, 1.92093, 2.25096], [-1.35016, 1.03353, 2.66077], [-2.06039, 1.84772, 1.54189], [-1.21458, -2.23739, -2.23335], [-1.85402, -2.94128, -2.39003], [-0.55576, -2.62750, -1.63368], [-1.95844, -1.91263, 0.81721], [-2.54435, -1.50457, 0.16829], [-2.12208, -2.85836, 0.73291]],
  "forces_ev_per_angstrom": [[-0.991, 0.452, -0.166], [1.101, -0.335, 0.105], [-0.280, -0.502, 0.301], [0.016, 0.091, -0.037], [0.004, -0.057, 0.020], [0.306, 0.040, -0.070], [-0.018, -0.097, 0.016], [0.118, 0.103, -0.079], [-0.099, 0.194, -0.087], [-0.535, 0.393, -0.448], [0.999, 0.921, 0.666], [-0.614, -1.189, -0.365], [-0.055, -0.209, 0.353], [0.348, -0.191, 0.083], [0.177, 0.078, -0.179], [-0.676, 0.443, -0.471], [0.218, -0.610, 0.030], [-0.238, 0.299, -0.017], [-0.050, 0.048, -0.071], [0.034, 0.108, 0.036], [-0.039, -0.015, -0.197], [0.365, -0.239, -0.173], [0.255, 0.135, 0.412], [-0.112, 0.041, 0.007], [-0.049, -0.034, 0.190], [0.062, 0.044, -0.033], [-0.068, 0.100, -0.120], [0.244, -0.176, -0.034], [-0.125, 0.300, -0.270], [0.026, -0.015, 0.118], [-0.152, -0.224, -0.264], [0.065, 0.003, -0.015], [-0.028, 0.045, 0.580], [-0.188, 0.305, 0.037], [0.014, -0.192, -0.033], [-0.006, -0.090, -0.008], [-0.697, -0.146, -0.228], [0.213, 0.498, -0.025], [0.701, 0.047, 0.545], [-0.127, -0.267, 0.395], [0.146, 0.011, -0.172], [-0.167, 0.032, -0.120], [-0.287, -0.114, -0.137], [0.168, -0.084, -0.148], [0.019, 0.057, 0.071]]
}